No. 1
Molecular formula: C7H13N5O
Method: DFT, wB97M-V/def2-TZVPD

XYZ file:
```
26
Properties=species:S:1:pos:R:3:forces:R:3:lowdin_charge:R:1
C 3.20043 0.60069 0.09285 -0.27 -0.14 -0.05 0.1238
C 2.14933 -0.19454 -0.09453 0.32 0.24 -0.21 -0.0832
C 1.13027 -0.50776 0.90347 0.07 -0.13 0.58 -0.3512
N 1.17106 0.04131 2.10958 0.04 0.14 0.11 0.2409
N 0.26251 -1.42830 0.58751 0.07 -0.49 -0.35 0.1818
C -0.94824 -1.81557 0.79294 0.19 0.47 -0.15 -0.3728
N -1.25205 -3.09213 0.94762 -0.16 -0.16 0.12 0.2497
N -2.01613 -0.91332 0.77105 -0.48 -0.79 0.65 0.2092
C -2.10751 0.34583 0.26268 0.30 0.63 -0.45 -0.3708
O -2.90426 1.15154 0.69853 -0.02 -0.29 0.11 0.1376
C -1.32091 0.77534 -0.95370 -0.13 -0.24 -0.11 -0.1838
C -0.67184 0.05042 -1.84938 -0.12 0.26 0.05 0.1711
N -1.63234 2.19827 -1.17389 -0.37 0.37 0.17 0.2396
H 3.91772 0.74845 -0.69656 0.12 0.00 -0.14 0.0921
H 3.40970 1.12911 1.00841 0.02 0.09 0.20 0.0793
H 2.02240 -0.71429 -1.03242 0.01 -0.07 -0.05 0.1124
H 1.96858 0.59591 2.38601 -0.11 0.01 -0.01 0.1272
H 0.55260 -0.25297 2.85154 0.03 -0.02 -0.07 0.1461
H -0.51016 -3.77686 1.00484 0.00 0.10 0.06 0.1545
H -2.20141 -3.43565 0.96150 0.02 0.08 -0.07 0.1477
H -2.81339 -1.15270 1.35984 0.11 0.08 -0.09 0.1897
H -0.27982 0.48795 -2.75376 0.04 0.13 -0.17 0.1114
H -0.50475 -1.00528 -1.72983 -0.05 -0.13 0.10 0.0944
H -2.03863 2.38675 -2.10014 0.08 -0.10 0.22 0.1950
H -0.83622 2.83259 -1.04031 -0.12 -0.15 0.03 0.1911
H -2.37430 2.37688 -0.42545 0.42 0.10 -0.49 0.1674
```
Positions in Å, forces in eV/Å.

Properties
**Relative energy (zero: lowest compared OMol25 entry of this formula, charge and spin)**: 0.000 eV
**SMILES**: C=CC(=[NH2+])/N=C(/N)NC(=O)C(=C)[NH3+]
**Net charge**: +2
**Frontier orbital gap**: 9.73 eV
**Electronic energy**: -16951.6524 eV

=====

No. 2
Molecular formula: C20H41Br2F3N2O5P3
Method: DFT, wB97M-V/def2-TZVPD

XYZ file:
```
76
Properties=species:S:1:pos:R:3:forces:R:3:lowdin_charge:R:1
C 2.75939 0.88122 1.30375 0.07 0.17 -0.21 -0.1014
C 1.73528 2.01361 1.09353 0.07 0.08 0.06 -0.2158
C 1.20899 2.12866 -0.35247 -0.01 0.06 0.06 -0.2855
O -0.14428 2.52769 -0.45654 0.29 0.07 0.12 -0.4577
P -1.55088 1.50083 -0.50185 -0.51 0.18 -0.07 0.4486
C -3.20504 0.53168 -0.67523 -0.12 -0.31 -0.24 -0.3283
C -3.17325 -0.73964 -1.53381 -0.29 0.00 0.36 -0.2813
C -4.28638 -1.74120 -1.28501 -0.06 -0.55 0.03 -0.7730
F -4.19082 -2.36779 -0.05903 -0.05 0.25 -0.58 -0.0534
Br -4.11175 -3.16924 -2.66074 0.03 0.17 0.25 0.7816
C -5.73916 -1.21499 -1.40504 -0.57 0.50 -0.78 -0.8672
F -6.65941 -2.19650 -1.66155 0.83 0.85 -0.05 -0.0369
F -5.79747 -0.28192 -2.43103 -0.09 -1.31 1.11 0.0162
Br -6.34337 -0.37968 0.23613 -0.02 0.11 -0.11 0.8626
O -0.75142 0.13059 0.10620 0.17 0.29 -0.09 -0.3464
C -0.75835 -0.36302 1.41835 0.46 -0.67 0.32 -0.3572
C -1.77831 -1.45069 1.69483 0.06 -0.03 0.45 -0.0841
P -2.05252 2.51468 1.52729 0.34 -0.08 0.19 0.8600
C -3.60300 1.80214 2.24645 -0.10 0.07 0.28 -0.3564
C -2.78048 4.09564 0.91686 -0.16 0.00 -0.21 -0.5164
C -1.76669 5.05028 0.30014 -0.10 0.19 -0.21 -0.1970
P -0.89727 0.91718 -2.64160 0.47 -0.48 0.51 0.4594
O -0.33983 -0.41249 -2.97186 -0.14 0.08 -0.19 -0.3361
O -2.22681 1.23091 -3.54696 -0.02 -0.04 -0.32 -0.2035
O 0.12947 2.04862 -3.19865 0.17 -0.03 -0.39 -0.1877
H 3.62962 1.19904 1.88402 -0.11 0.04 0.02 0.0610
H 2.33198 0.02155 1.81614 -0.13 -0.09 -0.02 0.0434
H 3.15256 0.53553 0.34367 -0.01 -0.03 0.03 0.0438
H 2.21793 2.96097 1.35802 -0.15 0.00 0.01 0.0966
H 0.88018 1.91563 1.76558 0.07 -0.07 -0.05 0.0659
H 1.41049 1.20593 -0.90367 -0.24 -0.21 0.06 0.0910
H 1.78608 2.90456 -0.87358 -0.04 -0.06 0.00 0.1138
H -2.19321 2.63998 -1.16993 0.15 -0.07 -0.04 -0.0011
H -3.95450 1.21997 -1.07693 -0.04 0.04 0.15 0.0735
H -3.51473 0.22859 0.32070 0.09 0.15 0.05 -0.0010
H -3.24220 -0.50097 -2.59048 0.23 -0.04 0.00 0.0738
H -2.24283 -1.27334 -1.33121 0.00 -0.08 -0.23 0.1016
H -0.77380 0.38271 2.21876 -0.25 0.37 -0.29 0.0661
H 0.20323 -0.86859 1.56870 0.17 0.17 -0.15 0.0798
H -1.55632 -1.80008 2.71056 -0.11 -0.12 -0.10 0.0595
H -2.81786 -1.12751 1.68343 0.03 0.01 -0.14 0.0473
H -1.63051 -2.28550 1.00779 -0.18 0.03 -0.05 0.0779
H -4.37482 1.49369 1.54059 0.03 0.05 -0.01 -0.0204
H -4.03612 2.57366 2.89334 0.04 -0.07 0.01 0.0202
H -3.34220 0.95893 2.89343 -0.09 -0.02 -0.13 0.0199
H -3.26165 4.55837 1.78688 0.03 0.00 -0.07 0.0571
H -3.57218 3.87833 0.18790 -0.02 0.03 0.00 0.0619
H -1.31098 4.61127 -0.58910 0.03 0.01 0.16 0.0336
H -0.96525 5.28590 1.00228 0.02 -0.02 0.01 0.0620
H -2.25197 5.98502 -0.00525 0.04 -0.02 0.11 0.0579
H -2.50906 2.13725 -3.39902 -0.24 0.14 0.09 0.0487
H -0.21617 2.93735 -3.09558 0.04 0.24 0.30 0.0553
C 2.52431 -3.62889 1.35623 0.01 -0.01 0.04 -0.0938
C 3.24303 -3.88750 2.67421 -0.04 0.00 -0.05 -0.2562
C 2.27279 -4.10659 3.84417 0.09 -0.06 -0.18 -0.1937
C 1.42584 -2.93753 4.05167 -0.29 0.60 0.22 -0.2272
N 0.80241 -1.98377 4.21917 0.20 -0.43 -0.06 0.1722
H 1.92567 -2.71824 1.40004 -0.02 0.00 0.01 0.0614
H 3.24624 -3.50623 0.55055 0.01 0.00 -0.05 0.0608
H 1.86177 -4.45786 1.09719 0.00 0.01 -0.01 0.0798
H 3.89809 -3.04644 2.90575 0.01 0.01 0.03 0.1119
H 3.87641 -4.77269 2.58905 0.00 -0.02 0.03 0.1036
H 2.81297 -4.30133 4.77141 0.00 -0.02 0.01 0.1141
H 1.62637 -4.96434 3.64802 0.01 -0.02 0.00 0.1179
C 4.25794 0.17967 -3.16930 0.07 0.13 0.02 -0.1003
C 5.17483 -1.02937 -3.29609 -0.04 0.04 -0.03 -0.2587
C 5.11945 -1.94583 -2.06630 -0.15 -0.12 -0.08 -0.1966
C 5.51282 -1.22358 -0.86299 0.25 0.59 0.41 -0.2477
N 5.83905 -0.55159 0.01415 -0.08 -0.45 -0.23 0.1545
H 4.55496 0.81090 -2.32887 -0.01 -0.03 -0.01 0.0693
H 4.29869 0.79073 -4.06965 0.02 0.01 -0.04 0.0725
H 3.21753 -0.10206 -3.02142 -0.11 -0.11 0.02 0.0794
H 6.20780 -0.70498 -3.44557 -0.01 -0.01 0.00 0.1075
H 4.89681 -1.62276 -4.16914 -0.01 -0.03 0.02 0.1060
H 5.77939 -2.80723 -2.18267 -0.03 -0.01 -0.01 0.1127
H 4.10247 -2.31732 -1.91881 0.00 -0.01 -0.03 0.1182
```
Positions in Å, forces in eV/Å.

Properties
**Net charge**: -1
**Frontier orbital gap**: 6.48 eV
**Electronic energy**: -210729.6141 eV

=====

No. 3
Molecular formula: C4H7FO
Method: DFT, wB97M-V/def2-TZVPD

XYZ file:
```
13
Properties=species:S:1:pos:R:3:forces:R:3:lowdin_charge:R:1
C 0.82611 1.19960 1.02899 0.16 -0.22 -0.37 -0.0232
C 1.61528 0.44039 0.00272 -0.57 1.03 0.17 -0.3382
F 1.91305 1.12100 -1.13933 0.05 -0.19 -0.03 0.0351
C 1.88078 -0.83139 0.10344 0.40 -0.77 0.11 -0.1145
O 2.13809 -1.95027 0.30016 -0.05 0.06 -0.12 0.1857
H 1.24714 2.19786 1.12639 0.08 0.04 0.10 0.0842
H 0.88142 0.69256 1.98869 -0.05 0.02 0.10 0.0882
H -0.21846 1.29047 0.72909 -0.04 0.03 0.03 0.0707
C -2.05732 -0.83077 -0.82656 0.02 -0.02 -0.04 -0.0423
H -1.30782 -0.20596 -1.29490 0.16 0.13 -0.08 0.0089
H -2.06010 -1.80107 -1.30638 -0.01 -0.17 -0.07 0.0172
H -1.82758 -0.95134 0.22411 0.04 -0.02 0.21 0.0129
H -3.03060 -0.37110 -0.93643 -0.19 0.09 -0.01 0.0153
```
Positions in Å, forces in eV/Å.

Properties
**Relative energy (zero: lowest compared OMol25 entry of this formula, charge and spin)**: 1.572 eV
**SMILES**: CC(F)=C=O.C
**Frontier orbital gap**: 9.24 eV
**Electronic energy**: -9024.6993 eV